Entry 1:
C4H10O2S | ωB97M-V/def2-TZVPD

Values from the calculation:
relative energy (zero: lowest compared OMol25 entry of this formula, charge and spin) = 119.27 kcal/mol
orbital gap (alpha / beta) = 0.2677 / 0.3498 Eh
calculated total energy = -19235.8191 eV
HOMO (alpha / beta) = -8.487 / -9.179 eV

Structure (ORCA input):
```
! RIJCOSX wB97M-V def2-TZVPD def2/J DEFGRID3
* xyz 0 1
S 1.448 0.588 0.861
O -0.296 -1.177 0.583
O 0.205 1.068 1.587
C -2.336 2.194 1.141
C 0.613 -0.624 -0.267
C 0.115 -0.152 -1.663
C 1.800 -1.726 -0.332
H 0.732 -0.688 -2.375
H -1.662 1.788 1.956
H -2.916 1.423 0.583
H -0.886 -0.426 -1.767
H 0.239 0.904 -1.720
H 2.872 -1.382 -0.465
H -0.767 -0.465 1.026
H 1.416 -2.631 -0.801
H 1.660 -1.949 0.666
H -2.237 3.254 0.986
*
```

Results of the Löwdin charge analysis, in e, for atoms 1 through 4: atom 1 (S): 1.027, atom 2 (O): -0.066, atom 3 (O): -0.589, atom 4 (C): 0.060


Entry 2:
C14H18F12N4O2PS | ωB97M-V/def2-TZVPD

Values from the calculation:
orbital gap = 0.3070 Eh
calculated total energy = -77587.3526 eV
HOMO = -12.262 eV

Structure (ORCA input):
```
! RIJCOSX wB97M-V def2-TZVPD def2/J DEFGRID3
* xyz 1 1
S 1.603 3.511 -0.113
P 1.133 1.700 0.335
F -0.315 -2.506 -1.496
F 4.347 -5.681 -1.580
F 3.448 -4.498 -3.161
F 0.811 -0.703 -3.136
F -5.146 0.382 2.500
F -5.058 2.092 3.847
F -2.537 2.951 4.247
F 1.678 -1.843 -0.884
F -5.440 2.389 1.729
F 5.834 -3.521 -2.404
F 2.450 -2.067 -3.606
F 4.281 -2.182 -1.640
O -3.006 0.593 -2.242
O 2.656 -4.390 -1.061
N -2.721 1.322 1.234
N -2.382 2.375 3.065
N -0.545 1.359 0.333
N -1.167 2.331 2.453
C -4.778 1.649 2.623
C 0.151 1.078 4.809
C 1.016 -2.612 -1.787
C -2.036 1.509 -1.716
C -1.092 0.650 -0.863
C -1.325 2.175 -2.880
C 1.178 -2.015 -3.190
C 3.770 -4.494 -1.856
C 1.383 -4.088 -1.585
C -0.008 2.934 3.111
C 0.763 1.908 3.923
C 4.816 -3.418 -1.530
C -3.291 1.785 2.321
C -1.422 1.653 1.302
H -1.977 2.911 -3.349
H 1.584 1.336 1.609
H 0.210 -0.003 4.725
H -1.137 1.410 -3.634
H -0.381 3.723 3.772
H 0.695 -4.435 -0.815
H 1.846 1.897 3.817
H 5.189 -3.557 -0.513
H -3.890 0.941 -2.103
H -1.575 -0.273 -0.551
H 1.160 -4.673 -2.479
H 0.623 3.438 2.379
H -0.387 2.651 -2.591
H 0.532 -2.528 -3.906
H -0.240 0.375 -1.480
H -0.412 1.463 5.661
H -2.586 2.227 -1.105
H 1.692 0.768 -0.540
*
```

Results of the Löwdin charge analysis, in e, for atoms 1 through 4: atom 1 (S): 0.238, atom 2 (P): 0.401, atom 3 (F): 0.097, atom 4 (F): 0.156


Entry 3:
C5H8O | ωB97M-V/def2-TZVPD

Values from the calculation:
relative energy (zero: lowest compared OMol25 entry of this formula, charge and spin) = 54.37 kcal/mol
orbital gap = 0.4094 Eh
SMILES = C#C[C@H](O)CC
calculated total energy = -7359.8976 eV
HOMO = -10.155 eV

Structure (ORCA input):
```
! RIJCOSX wB97M-V def2-TZVPD def2/J DEFGRID3
* xyz 0 1
O -1.343 -1.151 1.354
C -1.026 -0.478 -0.922
C 1.062 1.257 -0.140
C 0.736 0.078 0.784
C -1.500 -0.067 -1.950
C -0.386 -0.914 0.332
H 1.075 0.961 -1.192
H -1.883 0.303 -2.873
H 0.349 2.082 -0.030
H 0.434 0.459 1.766
H -1.881 -0.356 1.441
H 2.052 1.647 0.110
H 1.653 -0.498 0.949
H 0.059 -1.901 0.160
*
```

Results of the Löwdin charge analysis, in e, for atoms 1 through 4: atom 1 (O): -0.034, atom 2 (C): -0.093, atom 3 (C): -0.117, atom 4 (C): -0.185


Entry 4:
C5H9NO | ωB97M-V/def2-TZVPD

Values from the calculation:
relative energy (zero: lowest compared OMol25 entry of this formula, charge and spin) = 89.61 kcal/mol
orbital gap = 0.3659 Eh
SMILES = C[C@H]1N[C@H]1[C@H]1CO1
calculated total energy = -8865.3270 eV
HOMO = -8.863 eV

Structure (ORCA input):
```
! RIJCOSX wB97M-V def2-TZVPD def2/J DEFGRID3
* xyz 0 1
O -1.906 -0.077 -0.905
N 0.216 1.134 0.852
C -1.042 -0.927 -0.169
C 1.309 0.274 0.437
C -0.101 -0.278 0.792
C 2.115 0.818 -0.779
C -2.488 -0.939 0.066
H 1.948 -0.099 1.222
H -2.894 -0.456 0.955
H 2.750 0.105 -1.315
H 2.810 1.597 -0.405
H -3.098 -1.743 -0.348
H -0.148 1.586 0.019
H -0.343 -0.572 1.825
H 1.491 1.339 -1.517
H -0.619 -1.761 -0.731
*
```

Results of the Löwdin charge analysis, in e, for atoms 1 through 4: atom 1 (O): -0.041, atom 2 (N): 0.036, atom 3 (C): -0.273, atom 4 (C): -0.273


Entry 5:
C11H22OSi | ωB97M-V/def2-TZVPD

Values from the calculation:
relative energy (zero: lowest compared OMol25 entry of this formula, charge and spin) = 74.99 kcal/mol
orbital gap = 0.3413 Eh
SMILES = C[C@H](O)CC1=C([Si](C)(C)C)C1(C)C
calculated total energy = -21686.0131 eV
HOMO = -8.556 eV

Structure (ORCA input):
```
! RIJCOSX wB97M-V def2-TZVPD def2/J DEFGRID3
* xyz 0 1
Si -0.012 -1.058 -1.734
O -2.333 0.114 3.577
C -0.333 0.301 2.413
C -2.410 1.008 1.283
C 2.947 0.545 0.511
C -1.793 0.001 2.192
C 0.402 -0.105 -3.308
C 1.509 0.943 0.323
C 0.318 0.303 1.079
C 0.420 -0.105 -0.204
C -1.836 -1.537 -1.541
C 1.133 -2.548 -1.323
C 1.368 2.357 -0.089
H 1.993 2.985 0.668
H 0.098 -0.520 3.084
H -1.778 -1.059 1.794
H 0.169 0.939 -3.190
H 1.936 -2.752 -2.021
H 3.318 0.955 1.475
H -3.282 0.106 3.527
H 1.496 0.005 -3.403
H 0.052 1.200 2.900
H 3.086 -0.533 0.585
H 1.944 2.606 -1.021
H -3.350 0.802 0.870
H 0.474 -3.387 -1.362
H -2.413 1.932 1.897
H 3.485 0.855 -0.356
H -1.759 -2.573 -0.919
H 0.315 2.680 -0.195
H -2.464 -1.020 -0.939
H 1.349 -2.580 -0.317
H -1.673 1.246 0.593
H -0.048 -0.346 -4.339
H -2.330 -1.760 -2.509
*
```

Results of the Löwdin charge analysis, in e, for atoms 1 through 4: atom 1 (Si): 0.561, atom 2 (O): -0.058, atom 3 (C): -0.124, atom 4 (C): -0.042


Entry 6:
H5N2OPS2 | ωB97M-V/def2-TZVPD

Values from the calculation:
relative energy (zero: lowest compared OMol25 entry of this formula, charge and spin) = 9.47 kcal/mol
orbital gap (alpha / beta) = 0.1921 / 0.2382 Eh
calculated total energy = -36062.7882 eV
HOMO (alpha / beta) = -4.550 / -9.335 eV

Structure (ORCA input):
```
! RIJCOSX wB97M-V def2-TZVPD def2/J DEFGRID3
* xyz 0 3
S -2.716 -0.379 0.647
S 2.504 -0.899 0.444
P -0.910 -0.960 -0.400
O -1.195 -0.253 -1.801
N 0.172 0.272 0.273
N 1.539 0.367 0.041
H 0.085 0.281 1.381
H -2.029 0.312 -2.007
H -2.113 0.772 0.759
H 2.950 -0.196 1.607
H 1.713 0.684 -0.943
*
```

Results of the Löwdin charge analysis, in e, for atoms 1 through 4: atom 1 (S): 0.285, atom 2 (S): 0.675, atom 3 (P): 0.483, atom 4 (O): -0.425


Entry 7:
C19H23N2O3 | ωB97M-V/def2-TZVPD

Values from the calculation:
relative energy (zero: lowest compared OMol25 entry of this formula, charge and spin) = 12.98 kcal/mol
orbital gap = 0.3387 Eh
SMILES = C[C@@H]([NH2+]C[C@H]1COc2ccccc2O1)C(=O)NCc1ccccc1
calculated total energy = -29193.4155 eV
HOMO = -11.705 eV

Structure (ORCA input):
```
! RIJCOSX wB97M-V def2-TZVPD def2/J DEFGRID3
* xyz 1 1
O -0.151 -1.393 -0.693
O 1.842 -2.663 1.125
O 1.612 -0.653 3.081
N -0.322 0.869 -0.611
N -0.750 -1.886 1.718
C -2.121 0.877 -3.152
C 3.248 1.171 0.384
C 2.218 -0.410 1.860
C -0.438 -0.357 -0.121
C -3.246 2.741 -4.156
C -3.202 1.392 -3.844
C 0.082 1.136 -1.986
C -0.966 -0.461 1.334
C 1.180 -1.971 3.337
C 2.899 -1.087 -0.352
C -2.207 3.573 -3.773
C 3.348 0.197 -0.598
C -1.075 1.707 -2.767
C -1.127 3.059 -3.076
C -0.342 -2.124 3.119
C 1.962 -2.986 2.495
C 2.685 0.874 1.611
C 2.335 -1.388 0.876
C -2.443 -0.105 1.419
H 1.369 -2.150 4.403
H -0.607 1.668 -0.066
H 0.406 0.183 -2.408
H 1.570 -3.995 2.622
H 3.789 0.433 -1.553
H -2.827 -0.266 2.424
H -1.610 -2.401 1.505
H 3.017 -2.971 2.795
H -4.086 3.142 -4.701
H 2.962 -1.866 -1.093
H 3.614 2.168 0.197
H -4.007 0.741 -4.147
H -2.597 0.941 1.170
H -3.024 -0.702 0.717
H -0.019 -2.258 1.035
H -2.236 4.623 -4.018
H 0.924 1.831 -1.970
H -2.077 -0.177 -2.917
H -0.870 -1.419 3.766
H -0.621 -3.138 3.409
H -0.316 3.709 -2.783
H 2.600 1.615 2.389
H -0.373 0.175 1.995
*
```

Results of the Löwdin charge analysis, in e, for atoms 1 through 4: atom 1 (O): 0.072, atom 2 (O): -0.047, atom 3 (O): 0.006, atom 4 (N): 0.124


Entry 8:
C34H90N4O13 | ωB97M-V/def2-TZVPD

Values from the calculation:
relative energy (zero: lowest compared OMol25 entry of this formula, charge and spin) = 6.39 kcal/mol
orbital gap (alpha / beta) = 0.2705 / 0.0765 Eh
calculated total energy = -69278.4250 eV
HOMO (alpha / beta) = -9.710 / -9.710 eV

Structure (ORCA input):
```
! RIJCOSX wB97M-V def2-TZVPD def2/J DEFGRID3
* xyz 1 2
O -7.823 -1.272 6.082
O 2.438 -1.654 3.107
O -0.829 -1.222 -0.294
O 3.869 2.988 3.935
O 3.979 -2.336 0.486
O -2.812 -1.730 3.828
O -2.610 -3.105 -0.768
O -5.958 0.614 -2.488
O 3.433 2.450 -7.265
O -1.148 3.035 -2.475
O 0.925 -5.333 -1.817
O 2.809 3.377 -3.678
O -0.077 5.497 2.279
N -4.836 -0.400 6.005
N 0.764 2.883 -5.633
N 4.222 0.720 -1.629
N 1.028 -2.961 1.032
C 0.165 4.720 3.460
C -2.952 -1.044 2.565
C 4.177 1.712 1.871
C -1.338 3.923 -1.415
C 1.457 -5.429 -3.186
C 1.035 1.743 -6.542
C 4.536 2.998 2.681
C -2.761 -3.621 -2.075
C 2.984 -0.749 4.052
C 0.791 -4.194 0.280
C 0.300 0.849 0.195
C 3.352 4.512 -4.246
C -0.213 2.567 -4.580
C -3.649 0.574 -1.814
C 3.813 2.562 -3.122
C 1.306 -4.132 -1.102
C -3.866 -4.668 -2.123
C 3.601 -0.381 -0.919
C 4.778 -3.359 1.115
C 3.177 1.427 -2.329
C -8.984 -1.895 6.625
C 2.117 2.127 -7.658
C 4.640 -1.316 -0.274
C -0.148 -0.149 -0.899
C -3.614 0.119 5.316
C 4.112 1.385 -6.647
C 1.064 -1.910 3.254
C 0.378 3.242 3.034
C -5.063 -0.086 -1.738
C -2.567 -0.948 4.928
C -5.620 -1.325 5.209
C -0.510 3.694 -3.559
C 0.698 -3.139 2.399
C -6.681 -2.056 5.957
H -3.776 -0.331 2.583
H 4.449 3.115 -2.430
H -2.360 -1.479 5.858
H 0.913 -2.256 4.276
H 0.952 -3.196 -1.532
H -0.276 -4.403 0.204
H -4.292 -4.626 -3.125
H 1.357 -5.003 0.743
H 5.048 1.913 -6.464
H 2.541 -5.324 -3.143
H -3.863 0.771 4.480
H 1.043 5.046 4.019
H -8.773 -2.099 7.675
H 2.732 0.304 3.926
H -9.399 -2.710 6.031
H 4.290 3.811 1.998
H -6.856 0.430 -2.205
H 1.611 3.220 -5.199
H 4.253 -4.246 1.469
H 5.612 3.113 2.817
H 1.111 -4.590 -3.790
H 3.097 1.571 1.818
H 2.210 1.365 -8.431
H -1.795 3.375 -0.591
H 0.142 1.345 -7.025
H 2.569 5.221 -4.516
H 2.935 -0.132 -0.093
H 0.471 -1.037 2.983
H 2.581 -1.026 5.026
H 2.392 -4.114 -1.012
H 4.844 0.297 -2.302
H 0.626 1.752 -0.321
H 1.047 -4.100 2.778
H -3.071 -1.844 1.834
H -0.282 6.405 2.516
H 0.014 3.013 2.032
H 1.430 2.958 3.019
H 1.946 -2.592 0.828
H 5.419 -3.008 1.923
H 0.638 -0.511 -1.562
H -3.063 -2.808 -2.737
H -9.750 -1.120 6.646
H -5.021 -1.136 -2.025
H 4.060 -0.880 4.164
H 1.177 0.488 0.733
H -0.372 -3.215 2.594
H 3.694 1.129 -5.673
H -3.200 0.330 -2.777
H 1.115 -6.389 -3.574
H 2.511 0.854 -2.975
H 1.424 0.869 -6.019
H -5.465 0.049 -0.734
H -6.121 -0.761 4.422
H 4.124 5.117 -3.770
H 4.531 1.657 0.842
H -4.663 -4.549 -1.389
H 5.453 -3.850 0.413
H -4.994 -2.130 4.824
H 3.697 4.327 -5.263
H -1.552 -0.576 4.786
H 5.302 -1.853 -0.953
H 1.786 3.028 -8.174
H -1.160 2.294 -5.044
H -6.384 -2.415 6.942
H 4.230 0.575 -7.367
H -6.893 -2.981 5.420
H -3.106 0.823 5.976
H 2.535 1.868 -1.567
H -0.773 4.735 4.015
H 4.527 0.851 2.440
H -0.772 0.396 -1.608
H -2.041 4.647 -1.827
H -0.400 4.374 -1.092
H -2.022 -0.534 2.313
H -1.936 -2.423 -0.725
H 4.479 2.204 -3.907
H 4.151 3.798 4.368
H -1.765 -3.881 -2.434
H -0.244 2.677 3.729
H -3.405 -5.632 -1.905
H 0.045 1.716 -3.949
H -1.060 4.584 -3.863
H -5.419 0.377 6.281
H -0.544 1.032 0.860
H 3.072 -1.028 -1.618
H -3.066 0.306 -0.934
H -0.150 -1.662 0.223
H 0.457 4.089 -3.248
H 5.300 -0.733 0.369
H -3.741 1.657 -1.725
*
```

Results of the Löwdin charge analysis, in e, for atoms 1 through 4: atom 1 (O): -0.196, atom 2 (O): -0.198, atom 3 (O): -0.104, atom 4 (O): -0.073